# 1
{
  "formula": "C18H14F3N5O4S",
  "method": "ωB97M-V/def2-TZVPD",
  "lumo_ev": -0.91,
  "fmax_ha_per_bohr": 0.080,
  "e_above_lowest_kcal_mol": 18.9,
  "total_charge": 0,
  "e_tot_ev": -53517.909,
  "homo_lumo_gap_ev": 8.24,
  "symbols": ["S", "F", "F", "F", "O", "O", "O", "O", "N", "N", "N", "N", "N", "C", "C", "C", "C", "C", "C", "C", "C", "C", "C", "C", "C", "C", "C", "C", "C", "C", "C", "H", "H", "H", "H", "H", "H", "H", "H", "H", "H", "H", "H", "H", "H"],
  "coordinates": [[-1.1210, -2.4453, -1.4524], [2.7331, 1.5531, 3.3374], [2.1670, 0.2602, 4.9861], [3.5873, -0.2591, 3.4254], [1.4499, -0.0310, -3.2781], [-3.1391, 5.9277, -0.8351], [2.1050, -2.8013, -0.3967], [-2.9858, 5.0359, -2.8592], [2.1202, 1.3324, -1.6074], [-1.7181, 0.1405, -1.8328], [2.4211, -0.9527, -1.5347], [-2.9807, 4.9598, -1.6099], [-1.0996, -0.1217, 0.2635], [1.1854, -0.5111, 3.0809], [-1.9514, 1.3446, -1.2145], [-1.8813, 2.2968, 1.0010], [-2.2579, 3.5127, 0.3632], [1.7181, -2.1276, -1.3387], [0.8743, -1.7690, 3.6182], [-2.6178, 3.6912, -1.0087], [-0.2681, -2.3893, 3.0507], [-1.7219, 1.1915, 0.1594], [2.3373, 0.2689, 3.6776], [0.3875, 0.0370, 2.0191], [-1.3196, -0.7325, -0.9888], [0.4631, -4.0361, -2.5442], [-0.9813, -1.9882, 1.9578], [-2.4565, 2.5225, -1.7683], [-0.5332, -0.7860, 1.3774], [2.0249, 0.1235, -2.2173], [0.5114, -2.5057, -2.2127], [-2.7020, 2.5899, -2.7643], [1.8382, 2.0943, -2.1473], [-2.5020, 4.3595, 0.9600], [1.5248, -4.3633, -2.7883], [3.2449, -0.8479, -1.0334], [0.3151, -4.7283, -1.6497], [-1.6322, 2.1699, 2.0064], [-0.3027, -4.2832, -3.2897], [0.5968, 1.0582, 1.7195], [1.5003, -2.2524, 4.4253], [2.8013, 1.4683, -0.8904], [0.6573, -2.0139, -3.2429], [-0.5365, -3.4444, 3.4424], [-1.8553, -2.5483, 1.6344]],
  "forces_ev_per_angstrom": [[0.263, 1.448, 0.840], [-2.825, 0.083, -0.279], [0.019, 0.203, 0.935], [-0.875, -1.946, 0.174], [-0.077, 0.793, -0.346], [0.021, -1.842, -1.528], [-0.547, -0.235, -0.880], [-0.313, -0.249, 2.581], [0.728, -1.124, 0.800], [-0.992, 0.042, -2.229], [-0.141, -1.292, 0.072], [0.479, 1.857, -0.576], [-2.469, -0.075, -0.507], [-0.880, 0.816, -1.146], [-0.531, -0.455, 0.614], [-0.156, 0.618, -2.707], [-1.121, -0.040, 0.519], [0.109, -0.876, 1.658], [-0.135, 0.290, -0.542], [1.498, -3.579, 1.320], [0.819, -3.416, 1.847], [2.007, -0.677, -0.449], [3.045, 0.702, -0.132], [1.929, -1.601, 1.591], [0.426, 1.107, 0.302], [2.356, -1.420, 1.422], [0.518, 1.304, -0.453], [0.223, 1.003, 1.125], [-0.694, 1.966, 0.904], [-2.320, 1.059, -2.432], [0.514, -0.849, -2.109], [-0.338, -0.212, -2.299], [-0.244, 1.285, -0.887], [0.339, 0.558, 0.723], [-1.379, 0.407, -0.566], [1.418, -0.278, 1.684], [-0.283, 1.295, -0.761], [0.080, 0.519, 1.586], [0.546, 0.247, 0.000], [-0.041, -0.241, -0.393], [-1.005, 0.670, -1.088], [0.096, 0.230, 0.372], [-0.849, -0.245, 1.873], [0.397, 1.968, -0.372], [0.387, 0.183, -0.264]]
}

=====

# 2
{
  "formula": "C3H5NOS",
  "method": "ωB97M-V/def2-TZVPD",
  "lumo_ev": 0.22,
  "fmax_ha_per_bohr": 0.154,
  "e_above_lowest_kcal_mol": 50.0,
  "total_charge": 0,
  "e_tot_ev": -17563.100,
  "homo_lumo_gap_ev": 9.17,
  "symbols": ["S", "O", "N", "C", "C", "C", "H", "H", "H", "H", "H"],
  "coordinates": [[-0.5355, 1.5216, 0.0984], [0.9873, -2.0332, 0.9437], [-0.2176, -0.0092, 1.0208], [-0.5024, 0.5017, -1.4333], [0.4545, -1.0162, 0.4435], [0.3372, -0.7156, -0.9559], [-1.5738, 0.2595, -1.6558], [1.4308, -0.5181, -1.1115], [0.3241, -1.6626, -1.6128], [0.2761, 0.3051, 2.1072], [-0.0010, 0.9813, -2.3217]],
  "forces_ev_per_angstrom": [[0.717, -1.677, 0.097], [-1.098, 2.780, -0.681], [1.602, 3.715, 6.817], [-0.128, -0.685, 0.064], [-0.274, -2.614, 0.899], [2.313, -1.706, -4.883], [1.114, -0.034, -0.048], [-0.550, 0.588, -0.325], [-0.757, 1.339, 0.990], [-2.260, -1.451, -4.089], [-0.678, -0.255, 1.158]]
}

=====

# 3
{
  "formula": "C18H21N5S2Sc",
  "method": "ωB97M-V/def2-TZVPD",
  "lumo_ev": -3.07,
  "fmax_ha_per_bohr": 0.041,
  "total_charge": 1,
  "e_tot_ev": -68826.480,
  "homo_lumo_gap_ev": 7.96,
  "symbols": ["Sc", "S", "S", "N", "N", "N", "N", "N", "C", "C", "C", "C", "C", "C", "C", "C", "C", "C", "C", "C", "C", "C", "C", "C", "C", "C", "H", "H", "H", "H", "H", "H", "H", "H", "H", "H", "H", "H", "H", "H", "H", "H", "H", "H", "H", "H", "H"],
  "coordinates": [[-0.1928, 0.3401, 0.6086], [-2.2977, -0.1337, 4.7247], [1.9190, -3.2825, -1.3837], [0.1969, -1.4471, -0.6430], [-1.9119, 1.7175, 0.0221], [0.5975, 1.6386, -1.2579], [0.2474, 2.1829, 1.9380], [-1.4002, -0.3401, 2.0893], [-1.4665, -1.6104, -2.5507], [-1.7424, -0.3329, 3.2366], [1.2650, -2.1532, -0.2248], [-0.4005, 2.5845, -1.8174], [-1.6632, -2.0525, -3.8574], [0.4143, -3.3462, -3.7733], [-2.0108, 2.7546, 1.1043], [-1.8142, 2.1949, -1.3769], [2.9373, -1.3393, 3.5338], [2.5817, -2.8453, 1.7389], [3.1121, -2.6047, 2.9801], [1.6308, -0.5926, 1.6488], [-0.2924, -1.9608, -1.8769], [1.8576, -1.8651, 1.0559], [2.2928, -0.3241, 2.8197], [-0.7195, -2.9138, -4.4471], [-0.6743, 3.3023, 1.6571], [0.6049, -2.8996, -2.4536], [1.4880, 2.1439, -1.1395], [-2.1475, 1.3646, -2.0447], [-0.3717, 2.6015, -2.9021], [-2.1847, -1.0325, -2.0141], [-2.7626, 1.1846, 0.0687], [-2.5429, -1.7405, -4.4158], [-2.6150, 3.5935, 0.7638], [-2.4435, 3.0956, -1.5494], [-0.8935, 3.8548, 2.5969], [0.8848, 0.9668, -1.9925], [-2.5108, 2.2367, 1.9499], [-0.1970, 4.0126, 0.9648], [0.0753, 1.8522, 2.8855], [3.6164, -3.4027, 3.5305], [1.2151, 2.5228, 1.9371], [1.0794, -4.0371, -4.2426], [2.6481, -3.8268, 1.3145], [-0.1442, 3.6086, -1.4750], [2.2395, 0.6968, 3.2329], [3.3873, -1.1206, 4.5060], [-0.8914, -3.2465, -5.4705]],
  "forces_ev_per_angstrom": [[1.270, -0.574, 0.495], [0.395, -0.256, -0.499], [-0.646, 0.532, 0.524], [0.112, -1.765, -0.538], [0.415, 0.952, -0.227], [1.138, -0.187, -0.794], [0.412, 0.398, -0.081], [-0.503, -0.379, 1.039], [0.737, -0.170, -0.256], [-0.395, 0.583, -0.404], [-0.949, 0.914, -0.898], [0.045, 0.469, 0.711], [0.387, -0.229, 0.476], [-0.838, 0.397, 0.842], [0.063, -0.282, 0.529], [-0.141, 0.365, -0.633], [0.869, 0.418, 0.217], [-0.264, -0.118, -0.667], [-0.118, 0.153, 0.671], [-0.479, 0.194, -2.035], [1.435, -0.330, 0.081], [0.447, 0.157, 1.339], [-0.081, 0.050, 0.965], [-0.187, 0.262, -0.268], [-0.407, 0.154, -0.007], [-0.594, 0.400, -0.755], [-0.522, -0.199, 0.305], [0.011, 0.614, 0.579], [0.013, 0.057, -0.150], [-0.530, 0.498, 0.055], [-0.363, -0.279, 0.232], [0.139, -0.170, 0.165], [-0.215, 0.039, 0.061], [0.007, -0.676, 0.044], [0.000, -0.165, -0.687], [-0.527, 0.180, 0.486], [0.105, 0.395, -0.527], [-0.141, -0.319, 0.144], [0.045, -0.191, -0.030], [-0.155, 0.356, -0.179], [-0.380, -0.258, 0.017], [0.397, -0.284, -0.144], [0.227, -0.472, -0.224], [-0.176, -0.608, -0.094], [0.057, -0.619, 0.122], [-0.204, -0.053, -0.271], [0.090, 0.047, 0.269]]
}

=====

# 4
{
  "formula": "C5H8N3",
  "method": "ωB97M-V/def2-TZVPD",
  "lumo_ev": -4.18,
  "fmax_ha_per_bohr": 0.072,
  "e_above_lowest_kcal_mol": 33.7,
  "total_charge": 1,
  "e_tot_ev": -9777.080,
  "homo_lumo_gap_ev": 9.33,
  "symbols": ["N", "N", "N", "C", "C", "C", "C", "C", "H", "H", "H", "H", "H", "H", "H", "H"],
  "coordinates": [[-0.3505, -0.6143, -0.0265], [-1.5554, 1.4433, -0.1552], [-1.5234, -1.2744, 0.0035], [2.0070, 0.6723, -0.0706], [0.7331, -1.3450, -0.0301], [1.9689, -0.7570, 0.0332], [0.8610, 1.4278, -0.0557], [-0.3414, 0.7949, 0.0463], [-1.7693, 2.3777, 0.0888], [-2.4585, 0.9134, 0.0795], [0.7814, 2.5899, -0.1059], [2.9121, -1.2585, 0.0602], [0.3954, -2.4268, -0.0213], [3.0154, 0.9592, 0.0904], [-2.1962, -1.1977, -0.8070], [-1.4797, -2.1459, 0.4877]],
  "forces_ev_per_angstrom": [[-1.150, 3.351, -0.058], [-1.751, -3.147, 0.870], [-3.274, 0.410, -0.749], [-0.011, -2.300, 1.346], [1.457, -2.417, 0.309], [-0.835, 1.436, -0.714], [0.722, 2.836, 0.090], [-2.562, -1.076, -1.583], [0.972, 1.214, 0.233], [2.188, 0.511, -0.472], [0.651, -2.340, 0.138], [0.046, -0.590, 0.078], [1.551, 1.202, -0.137], [0.542, 1.438, -0.516], [1.611, -0.185, 1.118], [-0.158, -0.342, 0.048]]
}